This record from the OMol25 dataset describes one molecule with the formula C3H3F in a non-equilibrium geometry. The level of theory is wB97M-V/def2-TZVPD.

ORCA input file:
```
! RIJCOSX wB97M-V def2-TZVPD def2/J DEFGRID3
* xyz 0 1
H -2.719 -1.049 0.095
C -1.663 -0.401 -0.023
F 1.611 -0.838 -0.084
C -0.535 0.132 -0.191
C 0.969 0.394 0.011
H 1.191 1.036 -0.831
H 1.146 0.726 1.024
*
```

Results
F_max = 4.5 eV Å⁻¹
energy above the lowest of the compared OMol25 structures with the same formula, charge and spin = 66.14 kJ/mol
LUMO = 1.01 eV
HOMO = -10.29 eV
SMILES = C#CCF
electronic energy = -215.8572 Ha
molar mass = 58.06 g mol⁻¹

---

This record from the OMol25 dataset describes C20H18O2PPdS2SbSe4 as an isolated structure. The level of theory is wB97M-V/def2-TZVPD.

ORCA input file:
```
! RIJCOSX wB97M-V def2-TZVPD def2/J DEFGRID3
* xyz -2 1
C 3.801 1.554 -4.696
O 2.154 -0.356 -0.081
Se -4.750 -0.449 -0.543
S -2.563 5.265 -2.484
Pd -0.368 1.551 -0.292
C 2.470 2.335 0.478
H 1.329 5.542 2.304
H 4.590 -1.564 -0.006
C 1.667 4.644 1.802
C 2.297 4.735 0.571
C -4.411 3.256 -1.328
C 6.427 -1.085 1.007
H 5.236 2.295 -1.721
C 4.523 1.884 -2.428
H 2.010 0.394 -4.955
H 7.227 1.977 2.212
Se -1.316 -2.421 0.994
H 5.020 2.501 1.244
C 1.419 3.401 2.371
Se -1.218 0.277 -2.141
C 3.440 1.135 -1.980
H -4.891 2.380 -0.898
H 8.132 -0.322 2.064
C 5.189 -0.789 0.457
C 2.539 0.587 -2.893
C 7.167 -0.089 1.630
H 2.443 5.703 0.107
C 2.700 3.585 -0.091
H 3.939 1.728 -5.757
C 6.661 1.201 1.712
C 1.812 2.246 1.712
C 4.683 0.505 0.524
H 1.686 0.025 -2.523
H 0.871 3.320 3.300
C 5.421 1.497 1.163
P 3.062 0.794 -0.244
S -0.514 3.360 -1.667
Se -2.004 1.503 1.775
H 5.545 2.677 -4.138
C -2.158 3.803 -1.811
H 3.152 3.661 -1.072
C 2.722 0.803 -4.251
H 6.810 -2.097 0.957
C 4.702 2.093 -3.788
H -4.739 3.431 -2.353
Sb -2.414 -0.446 0.167
H 1.586 1.274 2.141
H -4.591 4.154 -0.735
O -3.018 2.943 -1.311
*
```

Results
F_max = 0.9 eV Å⁻¹
energy above the lowest of the compared OMol25 structures with the same formula, charge and spin = 138.25 kJ/mol
LUMO = 3.85 eV
HOMO = -1.31 eV
electronic energy = -12035.1644 Ha
molar mass = 929.49 g mol⁻¹

---

This record from the OMol25 dataset describes C25H52B2BrN4NaO6 as an isolated structure in a non-equilibrium geometry. The level of theory is wB97M-V/def2-TZVPD.

ORCA input file:
```
! RIJCOSX wB97M-V def2-TZVPD def2/J DEFGRID3
* xyz 0 1
H -3.402 -0.536 -3.200
N 6.505 4.862 -3.388
H -3.149 0.897 2.618
H 3.176 -0.441 0.978
H -4.058 -2.929 0.136
H -0.545 -3.289 -1.077
H -3.047 2.321 3.149
H -4.784 -1.808 -1.863
H 3.818 5.701 -0.360
H 1.776 -1.303 -0.851
O -2.961 1.800 2.344
H -5.022 1.396 0.811
H 6.329 2.756 0.173
H 4.719 -1.760 -0.464
C 3.943 4.675 1.458
C 7.425 4.317 -2.963
H -1.262 -0.906 -2.176
H -5.745 -0.395 -1.577
C -7.282 -4.149 2.968
H 3.564 6.799 1.031
H 7.879 3.852 1.761
H 9.400 4.277 -2.279
C 5.111 -1.139 0.346
C -1.221 0.088 -1.730
C -7.418 -5.415 2.266
H -5.913 -5.770 -0.290
Br 8.131 1.255 0.615
H 5.427 -0.179 -0.066
H -5.926 0.769 2.189
H -8.258 -3.692 3.121
N -7.525 -6.413 1.710
H -0.829 -1.859 0.646
C -5.392 -0.708 0.809
H -3.280 -5.265 -0.384
C 6.814 3.835 1.962
O 4.549 -0.128 2.493
H 8.305 3.130 -1.466
C -4.733 -0.782 -1.490
H -4.475 -5.818 -4.383
Na 4.609 6.311 -2.091
C 4.140 5.952 0.658
H -0.639 0.711 -2.412
H 6.542 4.766 2.479
C 1.292 1.966 0.887
C 0.501 -3.041 -1.195
H -2.505 1.732 -2.094
C -4.599 -5.755 -3.316
H 8.862 2.814 -3.123
C -5.798 0.705 1.112
C -3.961 -5.461 -1.195
H -2.593 -5.331 -2.801
C -0.028 -1.152 0.450
H 2.893 4.385 1.466
C -3.773 0.061 -2.371
C 8.562 3.598 -2.430
H -4.378 0.845 -2.825
H 1.124 -3.585 -1.888
C -2.628 0.756 -1.632
H 6.282 4.504 -0.019
H -6.817 -4.297 3.941
C 6.043 3.684 0.682
O -1.126 2.660 0.610
H 5.191 6.246 0.645
N -4.320 -0.835 -0.087
N -3.535 -5.486 -2.496
H 4.229 4.844 2.503
O -5.922 -1.659 1.310
H -1.872 2.385 1.158
C -5.711 -5.904 -2.529
H 1.941 1.103 0.760
H -2.907 0.951 -0.601
H -3.052 -1.895 1.191
H -6.678 -3.449 2.398
C -3.491 -2.002 0.203
H 1.702 2.789 0.298
C -5.305 -5.717 -1.179
O 1.288 -3.183 0.059
H 4.855 0.709 2.126
H -6.705 -6.125 -2.880
H 1.251 2.247 1.939
O 4.623 3.592 0.868
C 0.988 -1.907 -0.406
H 3.740 -1.864 1.863
H -6.744 0.930 0.626
B -0.179 1.667 0.409
H -2.674 -2.015 -0.512
H 6.604 2.999 2.625
B -0.513 0.147 -0.322
C 4.061 -0.922 1.419
H 6.000 -1.613 0.758
H 0.480 -0.905 1.382
*
```

Results
F_max = 2.0 eV Å⁻¹
LUMO = -1.98 eV
HOMO = -6.66 eV
electronic energy = -4440.1488 Ha
molar mass = 629.23 g mol⁻¹

---

This record from the OMol25 dataset describes a 3-piece molecular cluster, C50H65FN3O13PS2 overall. The level of theory is wB97M-V/def2-TZVPD.

ORCA input file:
```
! RIJCOSX wB97M-V def2-TZVPD def2/J DEFGRID3
* xyz 0 1
H -1.764 2.858 -0.262
O 4.086 0.401 -1.771
H 0.119 -2.603 -4.022
C 2.698 5.826 -5.366
H -5.491 -1.652 0.241
H -4.201 -7.115 10.085
H -3.800 4.927 -2.958
C -6.033 -2.269 -0.486
H -3.528 -2.287 0.393
H -4.236 -3.467 -2.147
H 0.445 0.133 -3.977
C -2.713 4.868 -3.002
H 0.941 1.704 -2.045
O -2.423 -2.157 -1.363
H 6.045 2.670 -2.638
H -0.913 -2.833 3.553
O 5.897 7.468 -3.293
C 4.142 9.233 -4.562
H 1.425 -3.433 5.766
H 4.467 -4.280 8.664
C 3.434 3.589 -4.582
H 1.440 -2.622 -1.789
H -3.227 -4.859 6.573
C -1.797 1.769 -0.164
C -6.050 -1.571 -1.847
H 4.968 9.647 -3.999
O 2.542 2.120 -0.110
C 5.378 3.317 -3.192
C -2.160 -6.496 9.906
H 5.480 -0.468 0.424
C 0.182 -5.727 9.613
S 3.808 -0.896 -1.209
O 2.375 -1.735 0.750
H -3.636 -0.775 -5.817
C -0.631 -4.522 7.063
C -4.237 -3.730 -1.083
C -2.243 3.413 -3.102
H 5.852 -1.756 -0.772
N -0.066 -3.036 -3.133
H 2.584 3.180 -5.112
H -4.011 -4.794 -1.022
C -3.475 -6.585 9.482
C 5.107 -1.346 -0.090
H -1.888 -2.312 2.200
C -1.846 0.221 -3.124
H -1.274 0.445 1.508
H -6.157 -2.293 -2.656
C -3.126 -2.927 -0.395
O 1.039 -0.359 -0.727
C 2.496 -4.958 9.150
O 1.782 5.350 -6.002
H -6.911 -0.902 -1.895
H -2.985 -0.294 -0.855
C 2.251 -0.664 -0.143
H -0.158 -2.692 -1.099
O 3.651 -2.029 -2.087
H -7.050 -2.358 -0.104
C -0.908 -2.708 2.472
C 3.977 7.854 -4.605
O -5.519 -3.588 -0.509
H 3.384 11.131 -5.198
H -4.894 -6.062 7.958
H -2.271 5.351 -2.130
C 0.032 2.163 -1.674
C -2.939 -5.321 7.507
H -3.456 1.839 1.815
H -2.417 -3.613 0.083
C 1.171 -5.034 8.739
C -1.472 1.499 1.321
H -4.487 -0.869 -4.292
H -2.854 1.530 -0.336
H 6.422 5.124 -2.674
H -2.712 2.825 -2.317
H -0.224 -0.997 1.328
C -3.641 -0.398 -4.794
O 0.511 -6.203 10.679
H -2.412 2.916 2.504
N -0.882 1.212 -1.137
C 1.102 -0.298 -3.231
H 1.789 -3.153 2.020
H -1.277 0.946 -3.707
C -2.055 -0.875 -0.889
C -1.227 -5.819 9.131
C 4.721 5.515 -3.906
C 3.256 10.057 -5.236
H -2.480 -1.805 -3.678
O -0.970 -3.998 6.022
F -1.370 -0.991 -5.132
H 1.646 -1.105 -3.708
C 0.399 -2.343 -1.964
C 3.435 -4.338 8.343
H -0.992 -3.408 -3.053
C 4.301 2.768 -3.880
C 2.205 9.506 -5.961
C 0.788 -4.476 7.518
C -1.079 -0.103 -1.804
H 2.024 2.858 0.232
H -0.574 2.069 1.562
H 0.361 2.809 -0.858
C 3.642 4.964 -4.600
N -2.534 1.959 2.212
C 1.735 -3.858 6.711
O 3.957 0.764 1.564
C -1.616 -5.234 7.925
H 4.765 -2.123 0.585
C 2.916 7.302 -5.323
C -2.338 -0.824 -4.114
H -2.366 5.428 -3.873
H 1.832 0.467 -2.979
C 2.034 8.133 -6.005
C 0.198 -1.741 2.001
H -0.811 -3.681 1.988
H -2.728 0.774 -2.792
C 0.366 -0.802 -1.978
H -1.844 -6.947 10.837
H -2.594 2.996 -4.048
H 1.366 1.851 2.271
H 1.221 7.690 -6.563
H 2.778 -5.389 10.101
S -0.441 3.311 -3.069
C -3.865 -5.994 8.285
C 3.055 -3.792 7.121
H 4.135 1.700 -3.847
C 4.953 6.986 -3.883
H 1.517 10.151 -6.492
C 1.296 -2.505 1.290
H -5.156 -0.968 -2.012
C 5.590 4.685 -3.207
H 0.897 -3.179 0.533
H 3.792 -3.312 6.490
O 1.413 0.968 1.880
H -1.686 -0.939 0.138
H 0.612 -1.200 2.850
H -3.771 0.684 -4.804
P 2.669 0.868 0.875
*
```

Results
F_max = 0.7 eV Å⁻¹
LUMO = -1.11 eV
HOMO = -8.39 eV
SMILES = CCCO[C@@](O[C@@](C)(CN)[C@](COCCOCC)(C[C@@H](C)F)N(CCN)CSCC)(P(=O)(O)O)S(C)(=O)=O.O=C1c2ccccc2C(=O)c2ccccc21.O=C1c2ccccc2C(=O)c2ccccc21
electronic energy = -4324.2475 Ha
molar mass = 1030.18 g mol⁻¹

---

This record from the OMol25 dataset describes one molecule with the formula C22H21NO2 in a non-equilibrium geometry. The level of theory is wB97M-V/def2-TZVPD.

ORCA input file:
```
! RIJCOSX wB97M-V def2-TZVPD def2/J DEFGRID3
* xyz 0 1
C -3.267 -0.378 0.790
C -4.591 0.003 -1.346
C 3.098 -2.872 1.850
H 0.680 1.113 2.341
C 2.346 -1.837 1.370
H 1.781 -0.899 3.300
H -0.139 -2.195 -3.417
H -2.329 3.448 0.136
C 1.699 -1.764 0.127
C -4.029 -1.184 -1.886
H -1.672 -1.784 0.443
H -0.218 -0.070 -2.027
C 1.722 -2.970 -0.626
C 0.900 -3.100 -1.867
H -3.963 -1.089 1.317
C 0.460 -2.015 -2.552
H 3.596 -2.880 2.914
H 3.009 -0.078 2.474
H 4.012 -4.769 1.191
H 1.555 -0.215 -2.491
C -4.122 0.561 -0.060
N 1.006 -0.673 -0.419
O -3.494 1.795 -0.507
C -1.568 1.514 1.172
H -5.379 0.571 -1.859
H -0.037 2.369 -0.125
H 2.874 -4.678 -1.019
C 0.697 -0.603 -1.957
C -2.656 2.477 0.513
C 3.344 -3.894 0.935
H -5.013 0.790 0.440
H -4.403 -1.633 -2.849
O -2.380 -0.146 2.843
C -2.476 -1.314 -0.100
C -2.900 -1.784 -1.302
H -3.257 2.678 1.393
C 0.593 0.305 0.414
C -0.513 1.377 0.041
H -1.113 1.998 1.949
H -2.465 -2.668 -1.904
H 0.640 -4.042 -2.107
H -1.092 1.155 -0.846
C 2.084 -0.647 2.302
C 2.546 -3.949 -0.262
C 1.036 0.338 1.708
C -2.302 0.283 1.674
*
```

Results
F_max = 4.8 eV Å⁻¹
energy above the lowest of the compared OMol25 structures with the same formula, charge and spin = 571.91 kJ/mol
LUMO = 0.29 eV
HOMO = -7.09 eV
SMILES = O=C1[C@@H](CC2=CCc3cccc4c3N2CC=C4)CO[C@H]2C=CC=C[C@@H]12
electronic energy = -1055.9967 Ha
molar mass = 331.41 g mol⁻¹

---

Repeat the third record exactly.
This record from the OMol25 dataset describes C25H52B2BrN4NaO6 as an isolated structure in a non-equilibrium geometry. The level of theory is wB97M-V/def2-TZVPD.

ORCA input file:
```
! RIJCOSX wB97M-V def2-TZVPD def2/J DEFGRID3
* xyz 0 1
H -3.402 -0.536 -3.200
N 6.505 4.862 -3.388
H -3.149 0.897 2.618
H 3.176 -0.441 0.978
H -4.058 -2.929 0.136
H -0.545 -3.289 -1.077
H -3.047 2.321 3.149
H -4.784 -1.808 -1.863
H 3.818 5.701 -0.360
H 1.776 -1.303 -0.851
O -2.961 1.800 2.344
H -5.022 1.396 0.811
H 6.329 2.756 0.173
H 4.719 -1.760 -0.464
C 3.943 4.675 1.458
C 7.425 4.317 -2.963
H -1.262 -0.906 -2.176
H -5.745 -0.395 -1.577
C -7.282 -4.149 2.968
H 3.564 6.799 1.031
H 7.879 3.852 1.761
H 9.400 4.277 -2.279
C 5.111 -1.139 0.346
C -1.221 0.088 -1.730
C -7.418 -5.415 2.266
H -5.913 -5.770 -0.290
Br 8.131 1.255 0.615
H 5.427 -0.179 -0.066
H -5.926 0.769 2.189
H -8.258 -3.692 3.121
N -7.525 -6.413 1.710
H -0.829 -1.859 0.646
C -5.392 -0.708 0.809
H -3.280 -5.265 -0.384
C 6.814 3.835 1.962
O 4.549 -0.128 2.493
H 8.305 3.130 -1.466
C -4.733 -0.782 -1.490
H -4.475 -5.818 -4.383
Na 4.609 6.311 -2.091
C 4.140 5.952 0.658
H -0.639 0.711 -2.412
H 6.542 4.766 2.479
C 1.292 1.966 0.887
C 0.501 -3.041 -1.195
H -2.505 1.732 -2.094
C -4.599 -5.755 -3.316
H 8.862 2.814 -3.123
C -5.798 0.705 1.112
C -3.961 -5.461 -1.195
H -2.593 -5.331 -2.801
C -0.028 -1.152 0.450
H 2.893 4.385 1.466
C -3.773 0.061 -2.371
C 8.562 3.598 -2.430
H -4.378 0.845 -2.825
H 1.124 -3.585 -1.888
C -2.628 0.756 -1.632
H 6.282 4.504 -0.019
H -6.817 -4.297 3.941
C 6.043 3.684 0.682
O -1.126 2.660 0.610
H 5.191 6.246 0.645
N -4.320 -0.835 -0.087
N -3.535 -5.486 -2.496
H 4.229 4.844 2.503
O -5.922 -1.659 1.310
H -1.872 2.385 1.158
C -5.711 -5.904 -2.529
H 1.941 1.103 0.760
H -2.907 0.951 -0.601
H -3.052 -1.895 1.191
H -6.678 -3.449 2.398
C -3.491 -2.002 0.203
H 1.702 2.789 0.298
C -5.305 -5.717 -1.179
O 1.288 -3.183 0.059
H 4.855 0.709 2.126
H -6.705 -6.125 -2.880
H 1.251 2.247 1.939
O 4.623 3.592 0.868
C 0.988 -1.907 -0.406
H 3.740 -1.864 1.863
H -6.744 0.930 0.626
B -0.179 1.667 0.409
H -2.674 -2.015 -0.512
H 6.604 2.999 2.625
B -0.513 0.147 -0.322
C 4.061 -0.922 1.419
H 6.000 -1.613 0.758
H 0.480 -0.905 1.382
*
```

Results
F_max = 2.0 eV Å⁻¹
LUMO = -1.98 eV
HOMO = -6.66 eV
electronic energy = -4440.1488 Ha
molar mass = 629.23 g mol⁻¹